[1]
A 12-piece molecular cluster, C6H37N2O11 overall, computed with wB97M-V/def2-TZVPD.

Output
gap between HOMO and LUMO = 7.77 eV
electronic energy = -1187.5723 Eh
ΔE to the lowest compared entry with this formula, charge and spin = 126.7 kcal per mole
HOMO level = -0.37867 hartree
LUMO level = -2.536 eV

The geometry in ORCA input format:
```
! wB97M-V def2-TZVPD RIJCOSX def2/J DEFGRID3
* xyz 1 1
O -0.51874 -1.80634 1.87438
O 2.85598 0.75945 1.43198
O -0.49492 2.26333 2.98613
O 1.34255 -3.34598 -0.88175
O 0.33426 -2.14574 -3.17978
O 0.88111 -0.05838 3.71398
O -1.61584 -3.84496 -0.57098
O 2.21727 3.23204 1.54180
O -3.48219 -1.29783 1.66962
O 3.58963 -1.77226 1.12239
O -1.68333 0.41777 1.89837
N -3.06263 0.88552 -2.34922
N 1.04976 0.38338 -3.20105
C -1.21448 1.87530 -1.10137
C -2.19758 0.96824 -1.24435
C -1.26186 3.24399 -1.74632
C 0.79661 0.21800 -0.63472
C 0.00982 1.58238 -0.26653
C 1.69502 0.48332 -1.79171
H 0.06048 -0.37141 3.42548
H 0.07546 3.12953 2.77542
H 1.89780 -2.74404 -0.41725
H -2.50713 -4.12013 -0.23755
H 3.44218 0.06430 1.07307
H -1.28985 -1.22432 1.77892
H 2.49958 0.57628 2.24823
H -0.18076 1.47280 0.75043
H -3.80997 0.19370 -2.27019
H 3.82259 -2.66137 0.71987
H 0.33748 -2.70780 -3.90568
H 0.09209 0.83981 -3.14712
H 0.89682 -0.68949 -3.42210
H -0.35696 1.79275 3.74285
H 3.41828 -1.95101 2.04730
H -3.96762 -1.95542 1.16748
H 0.51556 -3.36293 -0.23575
H -0.44399 3.78190 -1.42944
H 0.69608 2.39706 -0.37101
H 2.62676 -0.17936 -1.74128
H 0.17458 -0.71572 -0.71807
H 1.16997 -0.91682 4.14561
H -3.40260 1.81187 -2.66194
H 1.35302 -0.03352 0.33536
H -3.82301 -1.25003 2.66475
H 1.33961 2.90471 1.82860
H -2.27980 3.71534 -1.57880
H -2.41664 0.88018 1.75078
H -0.95870 3.13324 -2.77393
H -0.87333 0.84478 1.82842
H -0.56728 -2.51157 1.27287
H 1.74049 0.82836 -3.85179
H 0.32916 -2.57446 -2.41945
H 2.37923 1.36957 -1.66437
H 2.87084 2.55210 1.89624
H -1.61942 -4.41261 -1.30249
H -2.48144 0.05252 -0.57430
*
```

***

[2]
The molecule C4H3FN2S, computed with wB97M-V/def2-TZVPD.

Output
gap between HOMO and LUMO = 8.83 eV
electronic energy = -761.7709 Eh
ΔE to the lowest compared entry with this formula, charge and spin = 13.9 kcal per mole
SMILES string = Fc1cc[nH]c(=S)n1
HOMO level = -0.31914 hartree
LUMO level = 0.144 eV

The geometry in ORCA input format:
```
! wB97M-V def2-TZVPD RIJCOSX def2/J DEFGRID3
* xyz 0 1
S 1.33222 -1.99801 -0.85417
F -0.77226 2.40789 -0.96369
N 0.09386 0.39741 -0.82026
N 0.04264 -0.70841 1.18144
C -0.75501 0.18705 1.70574
C -0.62165 1.29854 -0.25289
C -1.26978 1.24683 1.00335
C 0.44078 -0.77518 -0.17569
H -1.74361 1.99102 1.62919
H -0.89351 0.20520 2.85720
H 0.55052 -1.46551 1.64223
*
```

***

[3]
C19H28FHgO2 as an isolated structure, computed with wB97M-V/def2-TZVPD.

Output
gap between HOMO and LUMO = 4.66 eV
electronic energy = -1144.4032 Eh
ΔE to the lowest compared entry with this formula, charge and spin = 8.3 kcal per mole
HOMO level = -0.09604 hartree
LUMO level = 2.049 eV

The geometry in ORCA input format:
```
! wB97M-V def2-TZVPD RIJCOSX def2/J DEFGRID3
* xyz -1 1
Hg -1.26825 2.37025 1.16005
F 0.17942 3.61966 0.47140
O 1.34894 -1.47191 -1.05600
O -0.06542 1.12365 -2.85331
C 1.06088 -1.99540 4.93133
C -0.07729 -1.61406 -0.91277
C 0.50934 0.71067 -0.41132
C -0.70515 -0.23714 -0.65628
C -2.62225 1.17636 2.39762
C 1.37740 -2.56086 2.71473
C 1.73655 -0.11215 -0.78946
C 1.55516 -0.43678 -3.96315
C 0.13288 2.29497 -3.68113
C -0.91706 -0.73094 -4.23148
C -1.91197 0.03203 3.00143
C -1.61387 0.34720 4.32376
C 2.16243 -1.40175 2.99205
C -2.73629 2.16660 3.48299
C -2.11530 1.66091 4.62142
C 0.20391 0.25727 -4.00192
C 0.16194 1.47252 -4.96431
C 1.96408 -1.04984 4.36040
C 0.70560 -2.93318 3.91878
H 0.72061 -2.00428 5.96080
H 2.29277 0.32620 -1.64410
H -1.69837 -0.89837 2.47404
H -1.12628 -0.29389 5.05199
H -0.93901 -1.48742 -3.44234
H 1.29653 -3.06834 1.75508
H 1.09615 2.75950 -3.44546
H 0.65096 0.85172 0.66993
H 1.68856 -1.03949 -3.05409
H 2.45173 -0.23619 4.89081
H -3.17990 3.15922 3.41797
H -1.37090 -0.26379 0.20860
H -0.79033 1.49027 -5.49910
H 1.62332 -1.16106 -4.78822
H -2.06372 2.14218 5.60348
H 2.38235 0.28566 -4.02426
H 0.50085 1.65993 -0.96118
H -1.86958 -0.19652 -4.25863
H 1.01086 1.61677 -5.62995
H -0.48648 -2.07602 -1.83929
H -0.68718 3.01958 -3.64619
H -1.32389 0.00581 -1.52245
H -0.31880 -2.25365 -0.04178
H -0.75296 -1.24535 -5.18546
H 2.83261 -0.90160 2.30140
H 2.38326 -0.16188 0.10216
H -3.41268 1.05336 1.65872
H 0.02383 -3.77042 4.03265
*
```

***

[4]
C15H42F3O10SSn2 as an isolated structure, computed with wB97M-V/def2-TZVPD.

Output
gap between HOMO and LUMO = 4.30 eV
electronic energy = -2473.5279 Eh
ΔE to the lowest compared entry with this formula, charge and spin = 496.7 kcal per mole
HOMO level = -0.56665 hartree
LUMO level = -11.115 eV

The geometry in ORCA input format:
```
! wB97M-V def2-TZVPD RIJCOSX def2/J DEFGRID3
* xyz 3 1
Sn 0.68302 -0.03100 -4.29290
Sn 1.14032 -3.87617 -1.16691
S -0.06056 -0.80243 -1.35657
F -0.66423 1.37290 0.20410
F -0.34747 -0.58466 1.25093
F 1.36655 0.46414 0.50822
O -0.74775 -3.16049 -0.28171
O -1.51244 -1.09061 -1.53841
O 0.00108 1.58606 4.53587
O 1.47506 -2.36375 0.47635
O 0.73545 -2.01998 -1.16902
O -1.33249 1.21746 -4.36366
O 0.92609 2.11769 -3.03216
O 0.55233 -0.01565 -2.43232
O -2.73154 -2.26930 -0.72138
O 0.77304 2.82265 3.41921
C 0.42287 2.99266 2.06267
C -1.39431 2.26619 -3.42176
C 3.45029 -2.95357 1.67539
C -1.87346 1.74379 -2.06115
C 2.45464 -1.75835 1.38365
C -2.02564 -3.75764 1.61872
C -3.55737 -0.49079 -2.06638
C 1.60661 3.64057 1.23761
C 0.50317 -0.22078 3.10615
C 0.10069 0.25152 0.27926
C -3.90522 -1.75056 -1.35988
C 2.00033 2.09925 -2.13327
C -0.95397 -2.81532 1.03769
C 3.31619 1.81786 -2.71184
C 0.70315 0.42366 4.43778
H -0.56069 -0.39910 2.94966
H 0.16714 2.16305 3.76479
H -2.22750 0.96448 -4.60148
H 2.52256 3.05482 1.15997
H 4.07347 1.89270 -1.93144
H -2.01870 -3.75155 2.70867
H -2.85721 -0.72267 -2.86893
H 1.93164 -1.22190 2.17535
H 4.14688 -2.90906 0.83821
H -2.99776 -3.31750 1.39649
H -1.26135 -1.76980 1.06026
H 4.09418 -2.72095 2.52356
H -2.07400 2.54691 -1.35200
H 3.37932 0.87339 -3.25229
H -0.04924 -2.93774 1.63315
H 2.98449 -0.96071 0.86295
H 0.94888 -1.64277 0.12293
H -4.79343 -1.74044 -0.72818
H 1.93835 4.61646 1.59213
H 3.59335 2.47990 -3.53220
H -0.78020 1.34963 5.04115
H -2.09128 3.07922 -3.62505
H -0.41732 3.67854 1.95426
H -4.36672 0.12635 -2.45650
H 0.40016 -0.25868 5.23195
H 0.53181 2.99085 -3.09330
H 2.96517 -3.90933 1.87360
H 0.98436 -1.19806 3.06789
H 2.06388 3.03744 -1.58203
H -1.13005 1.04360 -1.68013
H -0.49286 2.87319 -3.50561
H 1.19372 3.75917 0.23583
H 1.73842 0.73151 4.58461
H 1.64668 1.35266 -1.42218
H -2.84559 1.25643 -2.13547
H 0.15830 2.01321 1.66423
H -1.49701 -2.80783 -0.76734
H -1.98512 -1.74326 -1.01756
H -1.82610 -4.78093 1.30067
H -4.22879 -2.34230 -2.21617
H 0.93707 0.28737 2.24499
H -3.00336 0.10833 -1.34373
*
```

***

[5]
A 3-piece molecular cluster, C4H14N2O2 overall, computed with wB97M-V/def2-TZVPD.

Output
gap between HOMO and LUMO = 9.39 eV
electronic energy = -420.7004 Eh
ΔE to the lowest compared entry with this formula, charge and spin = 65.7 kcal per mole
SMILES string = [H]/N=C/NCCC.O.O
HOMO level = -0.32177 hartree
LUMO level = 0.634 eV

The geometry in ORCA input format:
```
! wB97M-V def2-TZVPD RIJCOSX def2/J DEFGRID3
* xyz 0 1
O -0.69175 2.90231 -1.26130
O -0.93852 0.86641 -3.06906
N 3.17681 0.49286 -0.63831
N 1.20998 -0.17849 0.48753
C 2.36619 -0.43187 -0.19217
C 0.25915 -1.29386 0.80472
C -0.77859 -0.90524 1.75619
C -2.23267 -0.83701 1.09699
H -0.22363 -1.50028 -0.18357
H 2.66585 -1.47833 -0.19991
H -0.51942 0.13996 2.04020
H -0.57643 3.55786 -0.67527
H -0.46473 1.54350 -2.58475
H -2.46810 -1.88631 0.99813
H -0.70485 2.11257 -0.80675
H -2.00348 -0.49577 0.15922
H -0.23246 0.16063 -3.07334
H 0.75187 -2.25197 0.80511
H 4.15076 0.40294 -0.67382
H 1.05764 0.77054 0.96643
H -0.72673 -1.41064 2.59001
H -3.07690 -0.27983 1.65372
*
```

***

[6]
C23H63O10Zr as an isolated structure, computed with wB97M-V/def2-TZVPD.

Output
gap between HOMO and LUMO = 6.98 eV
electronic energy = -1713.2927 Eh
ΔE to the lowest compared entry with this formula, charge and spin = 0.0 kcal per mole
HOMO level = -0.42984 hartree
LUMO level = -4.715 eV

The geometry in ORCA input format:
```
! wB97M-V def2-TZVPD RIJCOSX def2/J DEFGRID3
* xyz 1 1
Zr -2.32020 3.05650 1.18672
O -0.45344 3.27731 2.33028
O 3.62746 -1.49028 -3.43490
O 0.16958 2.09784 4.61097
O 2.57672 -5.87635 -1.04564
O -3.62829 -3.52049 -3.95433
O -1.46988 1.24905 0.38952
O 5.63981 -0.25629 1.25257
O -4.31247 2.96455 0.25458
O -1.63087 4.26172 -0.44844
O -3.48934 -4.61016 2.11015
C -4.93182 1.80046 -0.27747
C 4.27919 -0.62351 1.14802
C -0.84107 -0.00695 0.27544
C -1.64157 -2.17642 -4.36287
C 0.53369 4.35243 2.43574
C 0.19821 5.77786 -0.98777
C 1.42493 -5.34755 -1.69187
C 1.88473 3.85695 2.00022
C 0.68144 0.06656 0.28577
C -1.46056 -3.41010 2.56487
C 1.43021 0.22886 3.75432
C 3.25408 -0.34056 -2.69268
C 1.35887 -3.85012 -1.46311
C -1.33744 -0.83451 -0.88472
C 0.97452 0.96080 4.98744
C -4.39266 1.46355 -1.65602
C 4.21340 0.81690 -2.85385
C -2.98687 -3.40579 2.65283
C -4.94477 0.62115 0.67186
C -0.72054 4.65352 -1.44248
C 0.06680 3.44625 -1.98395
C 3.90462 -1.80046 2.04107
C -2.73706 -2.56343 -3.40310
H 0.40136 0.31689 5.65586
H -4.43783 2.34341 -2.29796
H 4.08491 -1.66786 3.10630
H 2.07517 -0.62103 4.00008
H -3.40327 -2.53411 2.12983
H 6.12308 -0.53085 0.46960
H 0.54032 3.80082 -2.89818
H 2.23262 3.04418 2.63660
H -2.35431 -2.89950 -2.43295
H -1.08091 -4.42985 2.56978
H 3.84745 1.73914 -2.39662
H 2.00042 0.82982 3.05082
H 5.19546 0.62279 -2.40912
H -1.14516 -0.56354 1.17436
H -0.31753 6.72951 -0.88507
H 4.43590 -2.67287 1.65811
H 1.04449 0.45484 -0.66572
H -0.86587 -2.94432 -4.42097
H 1.02627 0.68471 1.11667
H -1.19139 -1.22737 -4.07059
H -3.36157 1.10872 -1.67643
H -3.23165 -3.29647 3.71817
H 2.27218 -0.02110 -3.06784
H 1.85625 3.52365 0.96224
H -1.24047 5.07135 -2.31198
H -1.99415 -2.05515 -5.38811
H 0.81588 3.08685 -1.27403
H -4.43503 -4.62469 2.29602
H 3.10585 -0.58568 -1.64182
H 2.14314 -3.40031 -2.07894
H 2.95310 -6.58872 -1.56394
H -3.31789 -1.65746 -3.17053
H 1.53555 -5.53243 -2.76318
H -2.42338 -0.91256 -0.93555
H -5.07054 0.71050 -2.06456
H 0.96824 5.87348 -1.75698
H 4.47873 1.04610 -3.88891
H -0.91221 -1.83668 -0.82365
H -0.19725 2.63528 3.05614
H 3.36431 -1.35866 -4.34894
H 0.45392 -3.42801 -1.91068
H 0.51182 -5.83550 -1.34035
H 0.18664 2.78624 5.28023
H 0.63096 -0.33729 3.26425
H 0.19046 5.15334 1.78291
H 1.43952 -3.54718 -0.42093
H 0.72594 5.51783 -0.06888
H 0.55390 4.75971 3.44773
H 3.97776 -0.86940 0.12626
H -4.51978 -3.33984 -3.65560
H 2.62333 4.65761 2.05929
H -1.02647 -0.43597 -1.85592
H -5.98396 2.06357 -0.44060
H 1.83703 1.35898 5.52858
H -0.60816 2.61124 -2.16665
H 1.07847 -0.92980 0.48550
H -1.12337 -2.92575 1.64241
H -5.33703 0.80838 1.67617
H -5.64745 -0.12339 0.28403
H 3.70375 0.25756 1.46474
H -0.95730 -2.83754 3.34640
H 2.83055 -1.98269 1.92990
H -3.98021 0.11777 0.80402
*
```

***

> Number 2 is which compound?

C4H3FN2S

***

> The highest gap between HOMO and LUMO belongs to which entry?

C4H14N2O2

***

> Number 4 is which compound?

C15H42F3O10SSn2

***

> Which of these has the highest electronic energy?

C4H14N2O2